1.
Formula: C6H16N2
Source: OMol25
Level of theory: wB97M-V/def2-TZVPD

```
24
Properties=species:S:1:pos:R:3
C 1.33494 -0.27935 -1.99200
C 0.47647 0.95363 -1.68440
C 0.85047 2.22895 -1.40796
C -0.14147 3.33229 -1.15954
H 0.99475 -1.17218 -1.37798
H 1.18424 -0.61556 -3.03491
H 2.40618 -0.17840 -1.81951
H -0.51227 0.73637 -1.46161
H 1.90007 2.43176 -1.24326
H -1.16009 2.90290 -1.33615
H 0.02219 4.16229 -1.89410
H -0.04686 3.74007 -0.08150
N 0.38227 -2.89046 2.36395
C -0.57686 -2.27003 1.40960
C -0.66285 -0.79152 1.68327
N -1.56956 -0.06837 0.71216
H 1.29187 -3.12911 1.87636
H 0.04507 -3.78582 2.68409
H -1.55286 -2.72639 1.55547
H -0.11335 -2.42524 0.40525
H -1.11652 -0.64232 2.69527
H 0.36481 -0.33701 1.56681
H -2.53694 -0.08259 1.01224
H -1.26371 0.90611 0.52845
```

Summary:
Net charge: 0
Frontier orbital gap, eV: 10.042
Energy relative to the best compared isomer or geometry (same formula, charge and spin), kJ/mol: 182.6
Lowest unoccupied orbital energy, eV: 1.1

2.
Formula: C6H16N2
Source: OMol25
Level of theory: wB97M-V/def2-TZVPD

```
24
Properties=species:S:1:pos:R:3
C -1.27182 2.99401 0.16922
C -0.15242 1.95980 0.18812
C -0.31409 0.90426 -0.93792
C -0.68819 -0.49657 -0.46991
N -2.02670 -0.43427 0.12466
C 0.33873 -1.16425 0.44190
N 1.49903 -1.61412 -0.34422
C 2.47064 -2.33673 0.47214
H -1.27872 3.51565 -0.79449
H -1.18425 3.72686 0.97426
H -2.25900 2.54041 0.26484
H 0.80454 2.46670 0.07692
H -0.15286 1.47446 1.17065
H 0.56472 0.89138 -1.58156
H -1.17057 1.22215 -1.53752
H -0.79257 -1.13021 -1.35370
H -2.31644 -1.36803 0.38624
H -1.99222 0.12870 0.96874
H 0.67238 -0.48054 1.22775
H -0.12257 -2.03305 0.91525
H 1.95521 -0.77598 -0.70147
H 3.41704 -2.36896 -0.06454
H 2.64161 -1.88836 1.46526
H 2.07280 -3.33350 0.68046
```

Summary:
Net charge: 0
Frontier orbital gap, eV: 9.959
Energy relative to the best compared isomer or geometry (same formula, charge and spin), kJ/mol: 63.1
Lowest unoccupied orbital energy, eV: 1.0

3.
Formula: C6H16N2
Source: OMol25
Level of theory: wB97M-V/def2-TZVPD

```
24
Properties=species:S:1:pos:R:3
C 1.73657 -1.14513 -0.78462
C 1.56553 0.52973 0.24713
C 1.16835 0.10013 1.64470
N 0.77641 -2.07527 -0.52142
H 0.91065 -2.47645 0.40434
H -0.30751 -1.47771 -0.59674
H 1.73010 -0.78274 -1.81035
H 2.72907 -1.36764 -0.40252
H 2.63975 0.69412 0.16861
H 1.16840 1.49989 -0.02187
H 0.11603 -0.18382 1.69844
H 1.34241 0.89462 2.37460
H 1.73832 -0.77255 1.97186
C -1.16390 1.95058 -0.18389
N -2.29757 -0.66764 0.34742
C -1.42569 -0.49391 -0.77263
C -0.83015 0.73828 -0.99735
H -3.05750 0.00079 0.38702
H -2.67347 -1.60396 0.40422
H -1.69193 -1.05240 -1.67585
H -0.35334 0.89652 -1.95401
H -1.12525 1.74120 0.88518
H -2.19083 2.26656 -0.40050
H -0.50445 2.78681 -0.41179
```

Summary:
Net charge: 0
Frontier orbital gap, eV: 8.614
Energy relative to the best compared isomer or geometry (same formula, charge and spin), kJ/mol: 414.5
Lowest unoccupied orbital energy, eV: 0.9